{
  "formula": "C4H12O3",
  "method": "ωB97M-V/def2-TZVPD",
  "relative_energy_kcal_mol": 14.0,
  "charge": 0,
  "gap_ev": 10.906,
  "energy_ev": -10484.532,
  "smiles": "CCCC=O.O.O",
  "species": ["C", "C", "C", "C", "O", "H", "H", "H", "H", "H", "H", "H", "H", "O", "H", "H", "O", "H", "H"],
  "xyz": [[0.727, -1.258, -1.860], [0.206, -1.315, -0.430], [-0.473, -0.001, -0.027], [-1.157, -0.156, 1.295], [-0.729, 0.205, 2.358], [1.026, -2.230, -2.249], [1.560, -0.563, -1.951], [-0.060, -0.834, -2.492], [0.990, -1.501, 0.313], [-0.479, -2.159, -0.319], [-1.202, 0.272, -0.797], [0.233, 0.831, -0.001], [-2.068, -0.789, 1.256], [-2.215, -3.443, 2.108], [-1.295, -3.251, 2.313], [-2.676, -2.606, 2.018], [2.307, 6.236, -0.220], [3.072, 5.684, -0.387], [2.234, 6.880, -0.927]]
}

***

{
  "formula": "C7H7NO",
  "method": "ωB97M-V/def2-TZVPD",
  "relative_energy_kcal_mol": 98.4,
  "charge": 0,
  "gap_ev": 9.252,
  "energy_ev": -10905.069,
  "species": ["C", "C", "C", "C", "C", "C", "C", "H", "H", "H", "H", "H", "H", "H", "N", "O"],
  "xyz": [[-1.328, 1.151, 0.932], [-1.877, -0.308, 0.862], [0.068, -1.729, -0.464], [1.148, -0.963, -0.756], [2.337, 0.595, -1.007], [1.100, 0.376, -0.278], [-0.181, 0.516, 0.148], [-2.100, 1.866, 0.513], [-1.172, 1.435, 2.029], [-1.791, -0.704, 1.901], [-2.827, -0.364, 0.438], [-0.449, -2.636, -0.789], [2.471, 1.411, -1.751], [3.070, 0.779, -0.228], [-0.793, -0.668, 0.006], [2.323, -0.757, -1.557]]
}

***

{
  "formula": "H14O6S",
  "method": "ωB97M-V/def2-TZVPD",
  "relative_energy_kcal_mol": 32.5,
  "charge": 0,
  "gap_ev": 9.415,
  "energy_ev": -23347.024,
  "smiles": "O.O.O.O.O.O.S",
  "species": ["O", "H", "H", "O", "H", "H", "O", "H", "H", "O", "H", "H", "O", "H", "H", "O", "H", "H", "S", "H", "H"],
  "xyz": [[-2.228, -1.677, -1.484], [-1.552, -2.332, -1.355], [-2.930, -1.686, -0.828], [1.288, -1.249, 2.316], [1.844, -2.004, 2.102], [0.514, -1.382, 2.889], [1.615, 1.350, 1.264], [2.406, 1.703, 1.670], [1.430, 0.533, 1.715], [-0.221, 2.814, 0.096], [0.337, 2.102, 0.498], [-0.704, 3.294, 0.814], [-1.099, -1.742, 0.729], [-1.251, -0.824, 0.934], [-0.298, -2.044, 1.107], [-2.521, 1.389, -0.236], [-2.314, 0.699, -0.853], [-1.911, 2.139, -0.400], [1.664, -0.467, -1.608], [2.150, 0.754, -1.850], [0.457, -0.215, -2.310]]
}

***

{
  "formula": "C43H43Cl4N2O15P",
  "method": "ωB97M-V/def2-TZVPD",
  "charge": 0,
  "gap_ev": 7.101,
  "energy_ev": -138358.925,
  "smiles": "CCNc1cc(/C(Cl)=C(\\C)Cl)c(CCCCCOC(C)=O)c2c1C(=O)c1c(cc(P(=N)(O)O)c(CCO)c1/C(Cl)=C(\\C)Cl)C2=O.O=C1C=C(O)C(=O)C=C1O.O=C1C=C(O)C(=O)C=C1O",
  "species": ["C", "C", "N", "C", "C", "C", "C", "Cl", "C", "C", "Cl", "C", "C", "C", "C", "C", "C", "O", "C", "C", "O", "C", "C", "C", "O", "C", "C", "C", "C", "P", "N", "O", "O", "C", "C", "C", "O", "C", "C", "Cl", "C", "C", "Cl", "C", "O", "H", "H", "H", "H", "H", "H", "H", "H", "H", "H", "H", "H", "H", "H", "H", "H", "H", "H", "H", "H", "H", "H", "H", "H", "H", "H", "H", "H", "H", "H", "H", "H", "H", "H", "H", "O", "C", "C", "C", "O", "C", "O", "C", "C", "O", "H", "H", "H", "H", "O", "C", "C", "C", "O", "C", "O", "C", "C", "O", "H", "H", "H", "H"],
  "xyz": [[-0.570, 3.370, 5.038], [0.089, 2.736, 3.776], [-0.479, 3.257, 2.514], [-1.078, 2.299, 1.679], [-2.458, 2.271, 1.544], [-3.122, 1.403, 0.724], [-4.599, 1.526, 0.648], [-5.218, 2.022, -0.934], [-5.440, 1.335, 1.663], [-4.952, 0.953, 3.044], [-7.154, 1.532, 1.389], [-2.413, 0.463, -0.034], [-3.068, -0.523, -0.973], [-3.598, -1.796, -0.271], [-4.864, -2.372, -0.957], [-6.073, -1.478, -0.628], [-7.433, -2.101, -1.010], [-7.397, -2.569, -2.362], [-7.533, -1.552, -3.271], [-6.370, -1.162, -4.165], [-8.573, -0.932, -3.361], [-1.039, 0.496, 0.100], [-0.365, 1.384, 0.932], [1.141, 1.327, 0.952], [1.807, 1.403, 1.964], [1.757, 1.121, -0.420], [1.095, 0.231, -1.238], [1.566, 0.014, -2.495], [2.690, 0.681, -2.943], [3.134, 0.314, -4.662], [2.554, -1.095, -5.026], [4.740, 0.283, -4.882], [2.437, 1.431, -5.610], [3.360, 1.567, -2.116], [4.574, 2.348, -2.572], [4.136, 3.824, -2.796], [3.073, 3.828, -3.758], [2.889, 1.793, -0.813], [3.543, 2.714, 0.156], [2.682, 4.201, 0.505], [4.695, 2.409, 0.755], [5.449, 1.125, 0.483], [5.307, 3.603, 1.916], [-0.149, -0.435, -0.698], [-0.374, -1.614, -0.873], [-1.412, 4.019, 4.786], [-0.892, 2.545, 5.680], [0.165, 3.934, 5.613], [0.115, 1.650, 3.812], [1.135, 3.060, 3.803], [-1.089, 4.045, 2.667], [-3.037, 3.002, 2.102], [-4.534, 1.844, 3.520], [-4.217, 0.151, 3.002], [-5.830, 0.675, 3.630], [-3.881, -0.040, -1.519], [-2.370, -0.844, -1.747], [-3.788, -1.617, 0.795], [-2.863, -2.608, -0.292], [-5.019, -3.426, -0.709], [-4.679, -2.274, -2.032], [-6.100, -1.177, 0.424], [-5.984, -0.578, -1.244], [-8.176, -1.303, -0.902], [-7.665, -2.898, -0.303], [-5.409, -1.518, -3.794], [-6.555, -1.579, -5.160], [-6.325, -0.080, -4.289], [1.070, -0.678, -3.166], [1.894, -1.004, -5.791], [4.909, 0.815, -5.675], [2.215, 1.033, -6.459], [5.347, 2.383, -1.806], [4.980, 2.020, -3.524], [3.736, 4.275, -1.887], [4.961, 4.428, -3.179], [2.238, 3.901, -3.290], [6.197, 1.296, -0.294], [6.022, 0.847, 1.371], [4.787, 0.287, 0.272], [12.638, 4.023, 3.608], [11.708, 3.402, 3.132], [11.879, 2.204, 2.318], [10.810, 1.577, 1.811], [10.913, 0.478, 1.065], [9.419, 2.080, 2.057], [8.475, 1.489, 1.566], [9.247, 3.257, 2.883], [10.311, 3.886, 3.396], [10.202, 4.968, 4.163], [12.888, 1.855, 2.148], [9.999, 0.230, 0.829], [8.233, 3.589, 3.061], [11.115, 5.222, 4.396], [-4.781, -4.925, 0.926], [-5.050, -6.100, 0.750], [-4.242, -6.989, -0.069], [-4.608, -8.267, -0.233], [-3.902, -9.120, -0.970], [-5.846, -8.822, 0.409], [-6.133, -9.986, 0.207], [-6.641, -7.936, 1.248], [-6.273, -6.660, 1.414], [-6.965, -5.811, 2.172], [-3.354, -6.578, -0.528], [-4.381, -9.970, -0.926], [-7.521, -8.351, 1.719], [-6.488, -4.961, 2.120]]
}

***

{
  "formula": "C30H29Cl5NO4PRe",
  "method": "ωB97M-V/def2-TZVPD",
  "relative_energy_kcal_mol": 363.0,
  "charge": 2,
  "gap_ev": [6.757, 6.475],
  "energy_ev": -115259.527,
  "spin_multiplicity": 2,
  "species": ["Re", "C", "O", "C", "C", "O", "C", "C", "O", "C", "H", "H", "H", "H", "H", "H", "H", "H", "H", "H", "H", "H", "H", "H", "Cl", "C", "C", "Cl", "C", "Cl", "C", "O", "C", "Cl", "C", "Cl", "N", "P", "C", "C", "C", "C", "C", "C", "C", "C", "C", "C", "C", "C", "C", "C", "C", "C", "C", "C", "H", "H", "H", "H", "H", "H", "H", "H", "H", "H", "H", "H", "H", "H", "H"],
  "xyz": [[0.087, 0.157, -0.241], [-0.579, -3.017, 0.830], [-1.066, -1.662, 0.748], [-1.456, -1.199, 2.046], [-2.287, 0.026, 1.849], [-1.496, 1.021, 1.133], [-2.391, 2.053, 0.611], [-2.882, 1.648, -0.757], [-1.675, 1.595, -1.535], [-1.664, 0.780, -2.664], [-1.420, -3.685, 1.014], [-0.110, -3.264, -0.112], [0.145, -3.097, 1.639], [-2.047, -1.965, 2.551], [-0.558, -0.989, 2.639], [-3.173, -0.217, 1.261], [-2.588, 0.456, 2.805], [-3.209, 2.183, 1.318], [-1.816, 2.974, 0.559], [-3.358, 0.665, -0.735], [-3.570, 2.380, -1.180], [-1.046, 1.213, -3.446], [0.689, 1.660, -3.137], [-2.663, 0.554, -3.033], [3.809, -3.615, -1.604], [2.425, -2.622, -1.814], [2.659, -1.132, -1.696], [4.059, -0.737, -2.745], [1.401, -0.383, -2.126], [1.730, 1.410, -2.190], [0.121, -1.072, -2.383], [-1.119, -0.462, -2.180], [0.072, -2.416, -2.491], [-1.443, -3.206, -2.663], [1.275, -3.184, -2.247], [1.166, -4.878, -2.449], [1.485, -0.435, 0.641], [3.084, -0.583, 0.138], [3.865, -1.889, 1.049], [3.127, -2.789, 1.811], [3.775, -3.817, 2.476], [5.153, -3.945, 2.374], [5.893, -3.036, 1.626], [5.256, -1.999, 0.971], [4.051, 0.892, 0.487], [3.692, 1.550, 1.668], [4.401, 2.670, 2.068], [5.463, 3.130, 1.301], [5.821, 2.471, 0.133], [5.121, 1.350, -0.284], [0.833, 1.970, -0.694], [2.982, 2.187, -3.499], [2.834, 3.497, -3.282], [2.232, 4.455, -2.343], [1.506, 4.385, -1.209], [0.932, 3.270, -0.447], [2.056, -2.676, 1.888], [3.208, -4.516, 3.076], [5.658, -4.749, 2.892], [6.968, -3.134, 1.562], [5.838, -1.291, 0.394], [2.869, 1.187, 2.273], [4.132, 3.177, 2.985], [6.019, 4.002, 1.619], [6.653, 2.827, -0.459], [5.406, 0.851, -1.198], [2.684, 1.050, -1.206], [3.436, 4.000, -4.045], [2.470, 5.474, -2.625], [1.294, 5.344, -0.755], [0.482, 3.557, 0.502]]
}

***

{
  "formula": "Ag2H2NaO2",
  "method": "ωB97M-V/def2-TZVPD",
  "charge": 3,
  "gap_ev": [11.642, 7.010],
  "energy_ev": -16503.821,
  "spin_multiplicity": 3,
  "species": ["Na", "Ag", "Ag", "O", "H", "O", "H"],
  "xyz": [[22.292, -11.658, -11.771], [25.454, -9.508, -10.590], [22.555, -7.851, -11.152], [24.513, -8.334, -12.289], [24.681, -7.819, -13.102], [23.223, -9.825, -10.278], [22.957, -10.672, -9.871]]
}